No. 1
{
  "formula": "C3H6ClN3",
  "method": "ωB97M-V with the def2-TZVPD basis set",
  "de_lowest_kj_mol": 106.7,
  "orbital_gap_ev": 8.994,
  "smiles": "N/C=C(Cl)\\C=N/N",
  "total_charge": 0,
  "e_homo_ev": -8.16,
  "lumo_energy_ev": 0.83,
  "symbols": ["N", "C", "C", "Cl", "C", "N", "N", "H", "H", "H", "H", "H", "H"],
  "xyz": [[0.3843, 1.6723, -0.3834], [-0.7876, 1.1241, -0.0103], [-1.1872, -0.1531, -0.1346], [-2.8643, -0.5406, 0.1422], [-0.4017, -1.2624, -0.6373], [0.8125, -1.5803, -0.3817], [1.5322, -0.8422, 0.5659], [1.1983, 1.0554, -0.4429], [0.6108, 2.6127, -0.0358], [-1.5476, 1.8579, 0.3822], [-0.9512, -1.9797, -1.2895], [2.2424, -1.4544, 0.9238], [0.9591, -0.5096, 1.3015]],
  "forces_ev_per_angstrom": [[1.545, 0.646, 0.126], [-1.883, 0.980, 0.799], [0.269, 0.094, 0.134], [-0.161, 0.028, 0.117], [-0.024, -0.870, -0.450], [-0.115, -0.038, 0.244], [0.158, -0.319, -1.515], [-0.313, 0.209, 0.000], [-0.348, -0.908, -0.281], [0.855, -0.841, -0.538], [0.589, 0.616, 0.337], [0.252, -0.066, 0.066], [-0.824, 0.468, 0.962]]
}



No. 2
{
  "formula": "CH2O2S3",
  "method": "ωB97M-V with the def2-TZVPD basis set",
  "de_lowest_kj_mol": 325.1,
  "orbital_gap_ev": [8.305, 5.893],
  "total_charge": 0,
  "e_homo_ev": [-9.31, -7.56],
  "lumo_energy_ev": [-1.01, -1.66],
  "symbols": ["C", "O", "O", "S", "S", "S", "H", "H"],
  "xyz": [[-0.6775, -1.1118, 0.2847], [1.2229, 3.3881, -0.6202], [-0.6613, -3.6641, -0.3441], [-0.9984, 0.4100, 0.4115], [0.5820, 3.1627, 0.8947], [0.3327, -2.3282, -0.1193], [1.2357, 4.2792, -0.9098], [-1.0361, -4.1358, 0.4025]],
  "forces_ev_per_angstrom": [[0.693, -0.580, -0.715], [0.085, -2.032, 1.159], [0.249, 0.243, -1.005], [-0.318, -0.034, 0.259], [0.514, 0.506, -0.964], [-1.078, -0.068, 0.681], [-0.420, 1.609, -0.157], [0.275, 0.355, 0.741]]
}



No. 3
{
  "formula": "C33H65Br19N2O2P",
  "method": "ωB97M-V with the def2-TZVPD basis set",
  "orbital_gap_ev": 8.770,
  "total_charge": 1,
  "e_homo_ev": -11.21,
  "lumo_energy_ev": -2.44,
  "symbols": ["C", "C", "C", "C", "C", "C", "C", "C", "C", "C", "C", "Br", "C", "C", "C", "O", "C", "N", "N", "P", "O", "H", "H", "H", "H", "H", "H", "H", "H", "H", "H", "H", "H", "H", "H", "H", "H", "H", "H", "H", "H", "H", "H", "H", "H", "H", "H", "H", "H", "H", "Br", "C", "C", "Br", "H", "H", "H", "H", "Br", "C", "C", "Br", "H", "H", "H", "H", "Br", "C", "C", "Br", "H", "H", "H", "H", "Br", "C", "C", "Br", "H", "H", "H", "H", "Br", "C", "C", "Br", "H", "H", "H", "H", "Br", "C", "C", "Br", "H", "H", "H", "H", "Br", "C", "C", "Br", "H", "H", "H", "H", "Br", "C", "C", "Br", "H", "H", "H", "H", "Br", "C", "C", "Br", "H", "H", "H", "H"],
  "xyz": [[2.4507, 3.4392, 3.5180], [2.3558, 3.6793, 2.3388], [2.2672, 3.6545, 0.8626], [1.2466, 2.5996, 0.3308], [1.4504, 1.2401, 0.9996], [2.7457, 0.5224, 0.5733], [2.5515, -0.4430, -0.6328], [3.8367, -0.4002, -1.4910], [2.1608, -1.8598, -0.2046], [1.4990, 2.6416, -1.2238], [0.1151, 2.8656, -1.9143], [-0.0609, 1.8569, -3.5653], [-0.8755, 2.4184, -0.7840], [-2.2594, 2.9333, -1.2133], [-3.5012, 2.0644, -0.9242], [-4.1664, 1.9707, -2.1929], [-3.2519, 0.6268, -0.4369], [-2.8319, 0.4797, 0.9653], [-0.1830, 3.1091, 0.3609], [-1.0170, 3.2966, 1.9292], [-1.0016, 2.0918, 2.7785], [2.3894, 3.5504, 4.6134], [3.2304, 3.4560, 0.3914], [1.9492, 4.6495, 0.5124], [1.4538, 1.3305, 2.0884], [0.6038, 0.5743, 0.7777], [3.0495, -0.0998, 1.4217], [3.5713, 1.2160, 0.3793], [1.7088, -0.0444, -1.2200], [3.8401, -1.1639, -2.2681], [3.9075, 0.6038, -1.9280], [4.6910, -0.4866, -0.8103], [2.8505, -2.3064, 0.5181], [1.1231, -1.9410, 0.1384], [2.2130, -2.4992, -1.0969], [2.0236, 3.5895, -1.4183], [2.1936, 1.9158, -1.6371], [-0.0007, 3.9288, -2.1434], [-0.6649, 1.3507, -0.7610], [-2.2623, 3.1835, -2.2732], [-2.4086, 3.8908, -0.6878], [-4.2200, 2.5570, -0.2515], [-4.9129, 1.3672, -2.0855], [-4.1867, 0.0728, -0.5899], [-2.5108, 0.1184, -1.0687], [-3.1106, 1.2704, 1.5319], [-1.8255, 0.4007, 0.9938], [-0.0716, 4.0851, 0.0399], [-2.3239, 3.7613, 1.6616], [-0.2770, 4.3320, 2.5479], [-6.2714, 1.6317, 0.9225], [-7.6669, 2.9796, 0.7769], [-7.5032, 3.7883, -0.4821], [-6.0488, 5.0765, -0.3160], [-7.6203, 3.5807, 1.6792], [-8.6043, 2.4274, 0.7599], [-8.3944, 4.3817, -0.6745], [-7.2817, 3.1769, -1.3516], [-6.7645, -1.0746, -1.8159], [-6.0972, -2.1878, -3.2712], [-4.7782, -1.6870, -3.7958], [-5.0087, -0.1165, -4.9204], [-6.8731, -2.2105, -4.0299], [-5.9845, -3.1808, -2.8405], [-4.3164, -2.4348, -4.4368], [-4.0862, -1.4115, -3.0052], [-1.0395, 6.0545, -2.6698], [-2.5845, 6.3121, -3.8365], [-2.6181, 5.2828, -4.9347], [-1.3136, 5.6762, -6.3209], [-2.5267, 7.3306, -4.2061], [-3.4538, 6.2106, -3.1893], [-3.5851, 5.2949, -5.4324], [-2.4076, 4.2773, -4.5807], [-10.2846, -1.2541, 0.9589], [-10.0841, -3.1151, 0.4226], [-9.8517, -3.2440, -1.0592], [-11.4943, -2.9856, -2.0700], [-10.9757, -3.6356, 0.7569], [-9.2226, -3.4810, 0.9775], [-9.5191, -4.2507, -1.3060], [-9.1348, -2.5222, -1.4373], [4.0284, -5.6858, -2.2969], [5.1607, -4.1054, -2.2131], [6.2785, -4.2757, -1.2219], [5.6399, -4.0872, 0.6085], [4.5132, -3.2679, -1.9757], [5.5562, -3.9839, -3.2197], [7.0236, -3.4926, -1.3478], [6.7621, -5.2445, -1.2884], [5.3000, 0.5296, 3.2378], [6.7319, 1.8382, 3.3866], [6.2366, 3.2264, 3.0801], [5.9914, 3.4879, 1.1644], [7.5249, 1.5150, 2.7199], [7.0777, 1.7734, 4.4159], [6.9728, 3.9698, 3.3787], [5.2840, 3.4503, 3.5507], [0.0823, 2.7500, 9.6289], [0.9232, 1.7716, 8.1747], [2.1897, 2.4439, 7.7173], [1.8088, 4.0209, 6.6329], [0.1841, 1.6821, 7.3848], [1.1438, 0.7856, 8.5777], [2.7629, 1.7821, 7.0699], [2.8159, 2.7753, 8.5391], [7.9320, -7.1347, 0.4273], [8.7896, -8.2386, -0.9266], [10.0204, -7.5728, -1.4801], [9.5599, -6.1449, -2.7228], [8.0422, -8.4419, -1.6870], [9.0510, -9.1654, -0.4204], [10.6093, -8.2797, -2.0605], [10.6433, -7.1305, -0.7096], [1.8919, -7.7441, 1.9246], [0.3813, -7.6706, 0.7011], [0.7406, -6.9600, -0.5762], [0.8181, -5.0325, -0.3260], [-0.4339, -7.1924, 1.2343], [0.1229, -8.7081, 0.4992], [-0.0255, -7.1211, -1.3318], [1.7059, -7.2623, -0.9714]],
  "forces_ev_per_angstrom": [[-0.330, 0.981, 0.265], [0.418, -0.684, -0.404], [-1.091, 0.259, 1.070], [2.194, -0.242, -1.028], [-0.319, -0.456, 0.137], [-0.431, -0.568, -0.179], [0.113, 0.468, 0.129], [-0.612, 0.374, 0.717], [0.144, -0.197, -0.736], [-0.204, 1.624, -0.374], [1.224, -1.182, 0.952], [-0.189, 0.297, 0.485], [0.418, 0.576, -3.161], [-0.506, 0.043, 1.872], [-0.352, -0.591, -0.796], [0.182, 0.116, 0.065], [0.003, -0.030, 0.353], [0.139, 0.243, -0.844], [-0.560, 0.825, 0.207], [0.035, -1.175, 2.539], [-0.020, 0.281, -0.721], [0.317, -0.588, -1.249], [-0.006, -0.072, 0.266], [0.150, -0.105, -0.070], [-0.140, 0.357, -0.177], [0.117, 0.091, -0.028], [0.131, 0.242, -0.093], [-0.150, 0.036, 0.117], [0.191, -0.205, -0.139], [0.134, 0.121, 0.004], [0.141, -0.242, -0.226], [0.068, -0.332, -0.289], [-0.121, 0.196, 0.068], [0.210, 0.156, 0.259], [-0.060, 0.022, 0.163], [0.079, -0.219, 0.099], [-0.565, -0.475, 0.209], [-0.201, -0.524, -0.160], [-0.689, -0.050, 0.718], [0.121, -0.283, 0.046], [0.044, -0.010, -0.299], [0.720, 0.009, 0.126], [-0.106, 0.015, -0.118], [0.034, 0.116, 0.033], [-0.123, 0.190, -0.047], [-0.060, -0.128, 0.163], [0.003, 0.000, 0.485], [-0.235, -0.032, -0.011], [0.419, 0.172, -0.641], [-0.159, 0.168, -0.782], [-0.285, -0.123, 0.282], [-0.031, -0.182, -0.076], [-0.047, 0.186, 0.034], [0.075, -0.059, -0.051], [0.015, 0.041, -0.038], [0.013, 0.000, -0.061], [0.006, 0.006, 0.042], [0.004, -0.031, 0.034], [0.064, 0.116, -0.058], [-0.004, -0.098, 0.214], [-0.011, 0.076, -0.264], [0.023, 0.011, 0.086], [0.041, 0.041, -0.032], [0.045, 0.014, -0.006], [-0.038, -0.034, 0.029], [-0.038, -0.027, 0.034], [0.002, 0.501, -0.059], [-0.261, -0.182, 0.124], [0.105, 0.090, -0.257], [0.021, -0.074, 0.090], [0.081, -0.024, -0.025], [0.023, -0.042, 0.011], [-0.030, 0.033, 0.073], [-0.046, 0.014, 0.042], [-0.044, -0.015, -0.012], [0.193, 0.126, 0.089], [-0.204, -0.154, -0.141], [0.064, 0.061, 0.000], [-0.014, 0.004, -0.052], [0.013, -0.005, -0.045], [0.000, -0.006, 0.072], [-0.033, -0.011, 0.094], [0.028, 0.022, -0.018], [-0.006, -0.168, -0.167], [-0.009, 0.232, 0.150], [0.001, -0.051, -0.040], [0.016, -0.018, 0.056], [0.051, -0.009, 0.030], [-0.020, 0.000, -0.044], [-0.022, -0.004, -0.008], [0.067, -0.019, -0.012], [-0.146, -0.089, 0.136], [0.147, 0.104, -0.061], [-0.051, -0.009, 0.018], [-0.010, 0.041, -0.020], [-0.011, 0.065, -0.004], [0.027, -0.034, -0.022], [-0.008, -0.055, -0.023], [-0.020, 0.005, -0.097], [-0.074, 0.027, 0.289], [0.041, -0.129, -0.229], [-0.178, 0.254, 0.914], [0.054, 0.003, -0.040], [0.065, 0.008, -0.036], [-0.037, -0.007, -0.002], [-0.056, 0.023, 0.022], [-0.036, -0.044, -0.055], [-0.007, -0.020, 0.270], [0.004, -0.016, -0.241], [0.017, 0.033, 0.069], [0.039, 0.020, -0.034], [0.054, 0.014, -0.024], [-0.036, -0.016, 0.003], [-0.044, -0.009, 0.030], [-0.063, 0.061, 0.004], [0.207, -0.189, 0.094], [-0.188, 0.165, -0.090], [-0.020, -0.050, 0.036], [-0.003, 0.035, -0.050], [0.001, 0.021, -0.053], [-0.013, -0.028, 0.034], [0.018, -0.011, 0.069]]
}